DFT (ωB97M-V/def2-TZVPD) results for a cluster of 3 separate species, C30H53BrClN3OP in total.

```
90
Properties=species:S:1:pos:R:3:forces:R:3:lowdin_charge:R:1
C 2.50680 -0.72720 -0.47630 -0.69 1.09 -0.33 -0.019
C 1.81736 0.59578 -0.89975 0.42 -1.69 0.36 -0.229
C 2.60041 1.71591 -0.78793 0.45 0.63 0.15 -0.036
C 2.09023 2.96148 -1.09582 0.51 0.07 0.06 -0.044
C 0.80073 3.02987 -1.52387 -1.09 1.87 -0.48 -0.247
C 0.17413 4.40560 -1.83817 0.38 -1.53 0.49 -0.020
N -1.12263 4.49453 -1.08568 0.79 0.56 -0.76 0.021
C -2.23477 4.47508 -1.83580 0.21 0.00 -0.06 0.016
C -3.47061 4.51195 -1.28362 -1.80 0.44 -0.23 -0.222
C -4.67712 4.43552 -2.20131 0.18 -1.24 0.26 -0.135
C -4.87720 2.91706 -2.59993 -0.26 0.80 0.64 -0.153
C -5.78236 2.13752 -1.62030 0.41 -0.25 0.06 -0.206
C -5.00103 1.31106 -0.59271 -0.27 -0.43 0.25 -0.312
N -5.93646 0.67402 0.34690 0.32 0.22 0.14 0.001
C -3.57538 4.58275 0.10823 0.36 -0.02 0.40 -0.565
Br -5.27807 4.64261 0.93480 0.10 -0.01 -0.30 0.893
C -2.41826 4.60551 0.89114 0.36 -0.31 0.09 -0.323
P -2.74705 4.67171 2.74471 -1.07 0.59 0.52 0.607
O -1.65982 5.73404 3.38000 0.33 -1.30 -0.31 -0.338
Cl -2.15924 2.78205 3.43057 0.12 0.46 -0.29 0.263
C -1.17036 4.56819 0.25028 -0.12 0.44 1.15 -0.147
C 0.10167 4.62095 1.07864 0.90 -0.57 -0.77 -0.174
N 0.43076 3.28466 1.63275 -0.51 0.52 -0.06 0.041
C -0.00898 1.92114 -1.66890 -0.30 0.01 -0.12 -0.046
C 0.49214 0.68417 -1.36393 0.62 -0.59 0.42 -0.012
H 2.38062 -0.88845 0.59951 -0.27 -0.18 -0.21 0.069
H 2.10667 -1.54890 -1.07288 0.23 -0.14 0.28 0.070
H 3.58200 -0.59646 -0.62103 -0.15 -0.31 -0.21 0.081
H 3.61758 1.62280 -0.42049 -0.09 0.00 -0.08 0.123
H 2.67009 3.87589 -1.00177 0.09 -0.19 0.06 0.127
H -0.05811 4.40672 -2.90265 -0.10 0.53 0.16 0.134
H 0.84401 5.21103 -1.54438 -0.23 0.08 -0.25 0.131
H -2.11567 4.42398 -2.91154 0.12 0.01 0.13 0.162
H -4.53059 5.04759 -3.09412 0.03 0.00 0.18 0.123
H -5.56883 4.74628 -1.65802 0.11 0.31 -0.30 0.066
H -3.87672 2.46814 -2.56295 -0.22 -0.20 -0.61 0.098
H -5.32076 2.89238 -3.59668 0.33 -0.14 0.01 0.114
H -6.45264 2.80877 -1.07290 -0.04 -0.05 -0.24 0.082
H -6.39757 1.42798 -2.18183 -0.04 0.17 0.14 0.117
H -4.48135 0.48418 -1.09465 0.06 0.30 -0.08 0.114
H -4.23919 1.90362 -0.05531 -0.01 0.08 -0.29 0.084
H -5.43994 -0.02786 0.88761 -0.13 -0.04 -0.09 0.068
H -6.25371 1.35684 1.03040 -0.12 -0.04 -0.12 0.056
H -1.11790 5.23668 4.01602 0.16 0.48 0.06 0.050
H 0.04961 5.40397 1.83617 -0.30 -0.17 -0.07 0.112
H 0.94523 4.88234 0.43129 -0.25 0.23 0.07 0.093
H 0.41416 3.30595 2.64455 -0.01 -0.05 -0.04 0.040
H -0.30711 2.65140 1.34542 0.28 -0.32 0.17 0.045
H -1.03264 2.05401 -2.01277 0.08 -0.22 0.00 0.112
H -0.12562 -0.20472 -1.45507 0.14 0.04 -0.01 0.112
C 6.20292 -4.66341 4.76042 0.10 0.11 -0.03 -0.110
C 5.87659 -3.25702 5.25360 -0.05 -0.13 0.05 -0.270
C 4.37707 -2.96995 5.31949 0.02 0.12 0.03 -0.230
C 3.64500 -3.03082 3.97815 0.02 -0.10 -0.02 -0.228
C 4.18644 -2.09201 2.90144 -0.15 0.07 0.05 -0.270
C 4.07521 -0.61579 3.27229 0.12 -0.06 -0.15 -0.114
H 5.85734 -4.82403 3.73774 -0.01 -0.03 0.02 0.065
H 7.28110 -4.82900 4.77152 -0.02 -0.05 -0.01 0.071
H 5.74186 -5.41757 5.40129 -0.03 -0.01 -0.03 0.076
H 6.37896 -2.51983 4.62067 -0.02 0.02 0.01 0.098
H 6.29447 -3.13406 6.25613 0.01 0.05 -0.02 0.105
H 4.22744 -1.98538 5.77302 -0.02 -0.01 -0.01 0.100
H 3.90890 -3.68641 6.00147 0.02 0.00 0.00 0.111
H 2.58796 -2.80127 4.15039 0.00 0.01 -0.02 0.109
H 3.66909 -4.05501 3.59572 0.00 0.00 0.02 0.103
H 3.61991 -2.26217 1.98120 0.06 -0.07 -0.01 0.085
H 5.22656 -2.33532 2.66968 -0.01 -0.02 0.01 0.102
H 3.03633 -0.34072 3.47204 0.01 0.00 0.05 0.072
H 4.43779 0.00725 2.45134 -0.02 0.06 0.05 0.062
H 4.67059 -0.37639 4.15417 -0.04 0.03 0.01 0.067
C 0.77241 -6.10891 -3.97650 -0.12 0.00 -0.08 -0.108
C 0.12720 -4.79346 -4.40138 0.15 -0.02 0.03 -0.268
C 0.26806 -3.68541 -3.35905 -0.08 0.07 -0.07 -0.237
C -0.40820 -3.96269 -2.01500 0.16 -0.09 -0.03 -0.233
C -1.90566 -4.25215 -2.08591 -0.02 0.24 0.12 -0.264
C -2.72330 -3.08402 -2.62986 -0.06 -0.15 -0.05 -0.112
H 0.29899 -6.52234 -3.08448 0.03 -0.01 0.01 0.066
H 0.67916 -6.85096 -4.77035 0.03 -0.03 0.04 0.072
H 1.83578 -5.97229 -3.76922 -0.01 -0.01 0.04 0.076
H -0.92663 -4.96083 -4.64014 0.00 0.03 0.01 0.100
H 0.60068 -4.45700 -5.32753 -0.06 0.02 -0.01 0.105
H -0.12933 -2.75444 -3.77703 0.00 0.00 0.00 0.097
H 1.33325 -3.50113 -3.18183 0.00 -0.02 0.00 0.105
H -0.22660 -3.09197 -1.37309 -0.12 -0.04 0.09 0.093
H 0.08533 -4.80517 -1.52278 0.04 0.03 -0.01 0.104
H -2.25982 -4.48334 -1.07771 0.01 -0.06 -0.02 0.106
H -2.09381 -5.14424 -2.68791 0.04 0.00 0.00 0.102
H -2.57748 -2.18881 -2.01836 0.02 0.01 -0.02 0.060
H -3.78700 -3.32668 -2.62019 0.00 0.06 -0.01 0.071
H -2.45100 -2.84526 -3.65935 0.00 0.03 0.02 0.066
```
Forces are in eV/Å.

Values from the calculation:
orbital gap	0.2869	Ha
total energy	-4789.77676	a.u.
total charge	+1
spin multiplicity	1
highest occupied orbital energy	-11.83	eV